[1]
13
Properties=species:S:1:pos:R:3:forces:R:3:lowdin_spin:R:1 method="wB97M-V/def2-TZVPD" multiplicity=2 total_charge=+2 homo_lumo_gap_ev="9.72 / 5.60" e_above_lowest_kj_mol=9.5 e_lumo_ev="-10.00 / -14.09"
C 0.25018 -1.56262 0.13754 0.25 0.09 -1.21 0.299
C -1.04621 -1.59846 0.75777 -0.53 -0.18 0.15 0.331
N -1.30857 -0.34689 1.15185 0.07 0.60 -0.41 0.038
C -0.30835 0.46177 0.73563 0.62 0.00 -0.17 0.270
N 0.58204 -0.27770 0.02304 -0.08 0.45 1.71 0.035
H 0.84108 -2.36023 -0.29246 -0.01 -0.20 0.09 0.008
H -1.76357 -2.41549 0.81507 0.23 0.00 0.23 0.008
H -2.16978 0.02425 1.56534 0.04 -0.32 0.17 -0.001
H -0.08591 1.49177 1.00439 -0.58 0.09 -0.15 0.005
H 1.43575 0.21034 -0.29512 -0.11 -0.48 -0.70 -0.001
H 1.76650 2.52081 -1.50087 -0.05 -0.10 -0.14 0.000
H 0.66770 2.05626 -2.45255 0.03 -0.12 -0.04 0.000
O 1.13913 1.79618 -1.64964 0.11 0.18 0.47 0.008

[2]
58
Properties=species:S:1:pos:R:3:forces:R:3:nbo_charge:R:1 method="wB97M-V/def2-TZVPD" total_charge=-1 homo_lumo_gap_ev=6.72 e_lumo_ev=2.05
Y 0.35534 0.40697 -0.34942 0.28 0.17 0.36 1.785
O 2.32221 2.26178 3.73235 -0.20 -0.05 0.04 -0.673
C 1.90739 1.88723 2.50957 0.31 0.12 -0.11 0.792
O 0.75858 1.62396 2.26484 -0.09 -0.21 -0.04 -0.566
C 2.99851 1.84975 1.49058 -0.34 -0.03 0.16 0.071
C 4.32653 2.04783 1.79752 0.17 0.00 -0.12 -0.194
C 5.25420 1.94088 0.76226 -0.02 0.01 0.10 -0.168
C 4.80609 1.66580 -0.51019 -0.10 0.10 0.03 -0.172
C 3.43742 1.49971 -0.71563 0.21 -0.01 -0.16 0.135
N 2.55415 1.57694 0.26403 0.24 -0.06 0.01 -0.431
C 2.90083 1.16914 -2.10426 -0.21 0.02 -0.05 0.762
O 3.65578 1.28840 -3.05457 -0.01 -0.06 0.00 -0.643
O 1.67730 0.78649 -2.10297 0.22 -0.11 -0.09 -0.826
H 1.53146 2.25059 4.29612 0.12 0.02 -0.04 0.499
H 4.63021 2.25968 2.81162 -0.03 0.00 0.01 0.231
H 6.31022 2.06369 0.96502 0.00 0.00 -0.01 0.215
H 5.45850 1.56443 -1.36499 0.02 0.01 0.02 0.250
O -3.85535 0.22669 -1.14847 -0.01 -0.08 -0.05 -0.671
C -2.70071 0.55091 -1.39113 0.09 0.20 0.18 0.799
O -1.65799 -0.08118 -0.95269 -0.28 -0.15 -0.30 -0.888
C -2.40388 1.75143 -2.25385 -0.15 -0.05 0.02 -0.105
C -3.06204 1.81547 -3.47948 0.04 0.04 0.03 -0.201
C -2.83689 2.85792 -4.36150 0.00 -0.03 0.05 -0.250
C -1.95604 3.86696 -3.98976 -0.03 -0.02 -0.05 -0.214
C -1.32470 3.82429 -2.76001 0.06 0.05 0.07 -0.222
C -1.52500 2.77205 -1.85750 0.01 0.02 0.03 -0.142
S -0.72763 2.85626 -0.26473 -0.19 0.14 -0.17 -0.420
H -3.76004 1.02293 -3.72095 0.01 0.01 -0.01 0.216
H -3.34198 2.88063 -5.31925 0.02 0.03 0.00 0.199
H -1.76043 4.69507 -4.66135 0.00 0.00 0.01 0.198
H -0.65127 4.62105 -2.46888 0.00 -0.01 0.00 0.211
Cl 0.54637 -2.18913 -1.85786 0.10 -0.06 0.07 0.016
C 2.29842 -2.34906 -1.48454 -0.09 -0.15 -0.12 -0.477
C 2.72431 -1.70156 -0.15803 -0.19 0.06 0.05 0.775
O 3.91832 -1.76619 0.09838 0.00 -0.01 0.04 -0.669
O 1.80115 -1.15607 0.54101 0.06 0.14 -0.05 -0.837
H 2.84146 -1.89502 -2.30831 0.02 0.04 0.02 0.245
H 2.51489 -3.41304 -1.44504 0.04 0.01 -0.02 0.229
C -0.56560 -1.17795 3.52641 0.00 0.04 0.10 -0.938
P -1.18527 -0.80475 1.84329 -0.10 -0.16 -0.06 0.858
C -2.69297 0.15550 2.18092 -0.12 -0.01 0.07 -0.951
C -1.81320 -2.43931 1.32379 0.01 0.01 0.02 -0.234
C -3.06415 -2.59980 0.73290 -0.03 0.07 -0.07 -0.228
C -3.48438 -3.85030 0.29973 0.05 0.00 0.01 -0.201
C -2.65961 -4.95674 0.44382 0.01 0.02 0.00 -0.225
C -1.40091 -4.80146 1.00913 0.00 0.01 0.00 -0.222
C -0.97960 -3.55144 1.43648 0.05 -0.06 0.05 -0.225
H -1.24421 -1.83252 4.07554 0.00 0.01 0.00 0.222
H -0.46443 -0.23296 4.06363 0.02 -0.01 -0.02 0.228
H 0.42063 -1.63808 3.46519 -0.01 -0.01 -0.01 0.241
H -3.33661 -0.32506 2.92178 0.02 -0.01 0.00 0.215
H -3.24815 0.29599 1.25324 0.03 0.01 -0.02 0.277
H -2.39014 1.14248 2.53350 0.01 0.00 0.00 0.248
H -3.69849 -1.74035 0.55770 0.00 0.00 0.00 0.245
H -4.45628 -3.94937 -0.16767 0.01 -0.01 0.00 0.208
H -2.98640 -5.93094 0.10083 0.00 0.01 0.00 0.203
H -0.73580 -5.65089 1.10768 -0.02 -0.01 -0.01 0.204
H 0.01984 -3.44580 1.84418 -0.01 0.05 0.01 0.214

[3]
11
Properties=species:S:1:pos:R:3:forces:R:3:nbo_charge:R:1 method="wB97M-V/def2-TZVPD" homo_lumo_gap_ev=11.36 e_above_lowest_kj_mol=214.8 e_lumo_ev=0.42
O 1.83682 0.14652 0.13098 0.06 0.00 0.08 -0.714
C 0.66104 -0.50103 -0.30982 -0.17 -0.12 -0.16 -0.091
C -0.55707 0.21367 0.28109 0.07 -0.24 0.11 0.218
O -0.55172 1.56666 -0.05493 0.15 0.11 -0.05 -0.688
C -2.71401 -0.90083 -0.64196 0.95 0.49 0.43 0.320
N -1.74869 -0.38350 -0.21525 -0.96 -0.51 -0.47 -0.559
H 1.97490 -0.06591 1.06055 0.08 0.02 -0.02 0.473
H 0.63843 -0.39719 -1.39832 -0.05 -0.03 0.13 0.199
H 0.63893 -1.56784 -0.05716 0.01 0.15 0.02 0.183
H -0.55891 0.08423 1.37524 -0.04 0.03 -0.13 0.170
H 0.38028 1.80522 -0.17040 -0.10 0.09 0.05 0.489

[4]
89
Properties=species:S:1:pos:R:3:forces:R:3:lowdin_spin:R:1 method="wB97M-V/def2-TZVPD" multiplicity=4 total_charge=+3 homo_lumo_gap_ev="7.17 / 6.48" e_above_lowest_kj_mol=429.0 e_lumo_ev="-8.30 / -10.12"
Re 0.07536 -0.29571 -0.13349 0.05 0.48 0.22 1.769
C -1.14792 -0.42434 2.70675 -0.02 -0.02 -0.01 0.005
C -2.12967 0.42354 1.91660 0.02 0.00 0.01 0.006
N -1.94515 0.30748 0.42707 0.03 -0.08 -0.04 0.014
C -2.24031 1.61027 -0.23148 0.05 0.01 0.00 0.005
C -1.17438 2.61218 0.16355 -0.03 0.03 -0.10 0.003
S 1.33416 2.65549 1.09470 0.00 0.04 -0.02 0.001
C 0.95686 1.94909 2.69568 -0.01 -0.01 -0.04 0.001
C 1.20551 0.45789 2.81759 0.02 0.03 -0.01 0.003
N 0.22474 -0.42168 2.10257 0.04 0.01 -0.19 0.004
H -1.48894 -1.45582 2.73106 0.00 -0.03 0.01 0.000
H -1.10678 -0.07224 3.73893 0.01 0.01 -0.01 0.000
H -2.02023 1.47172 2.17852 0.00 0.00 0.02 0.000
H -3.15011 0.14234 2.17825 0.00 0.00 0.00 0.000
H -2.62734 -0.36731 0.08042 -0.03 0.00 0.01 0.005
H -3.22386 1.98587 0.06085 0.01 0.01 0.01 0.000
H -2.24670 1.44119 -1.30620 -0.01 0.00 -0.03 0.001
H -1.32572 3.03888 1.15277 0.00 -0.01 0.01 0.000
H -1.12227 3.43899 -0.54242 0.06 0.00 -0.04 0.001
H -0.03895 2.25114 3.02443 0.00 0.00 0.03 0.000
H 1.65662 2.47305 3.35642 0.00 0.00 0.01 0.000
H 1.18840 0.18088 3.87450 -0.01 0.00 0.00 0.000
H 2.19328 0.22105 2.42189 0.00 0.00 0.00 0.000
H 0.59249 -1.35415 2.27100 0.00 -0.01 0.04 0.002
O 1.19349 3.45012 -2.16318 -0.14 -0.08 0.17 0.135
C 0.65398 2.47019 -2.40596 0.15 0.00 0.10 0.166
O 0.11092 1.90164 0.17670 0.05 -0.24 -0.12 0.034
C -0.05321 1.38283 -2.82370 -0.21 0.10 -0.28 0.099
C -0.77248 1.68152 -4.03372 -0.04 -0.08 0.05 0.076
C -1.21440 0.65273 -4.79349 0.01 0.04 0.03 0.076
C -0.82263 -0.67414 -4.45506 -0.05 0.00 -0.04 0.073
C -1.04294 -1.73584 -5.35131 -0.02 0.01 0.00 0.001
C -0.56326 -2.99117 -5.08226 0.02 0.02 0.07 0.045
C 0.15232 -3.21044 -3.89545 0.16 0.08 -0.31 0.037
C 0.34579 -2.20053 -2.98263 0.37 0.25 -0.26 0.024
C -0.13918 -0.90762 -3.23179 -0.08 -0.23 0.11 0.069
N 0.06141 0.10472 -2.29499 0.14 0.13 0.16 0.248
H -0.91598 2.71447 -4.32493 0.00 0.00 -0.01 0.002
H -1.78344 0.83592 -5.69578 0.01 0.00 0.00 0.002
H -1.57198 -1.53266 -6.27374 0.00 0.00 0.00 -0.001
H -0.71352 -3.80006 -5.78348 0.00 0.00 -0.01 0.002
H 0.56777 -4.19028 -3.70065 -0.08 0.18 -0.12 0.001
H 0.91556 -2.38497 -2.08016 -0.07 0.09 -0.13 0.003
C 3.75542 -0.55488 -2.05408 -0.01 0.00 0.02 0.002
C 3.94208 -1.86650 -1.26706 0.01 0.03 0.00 0.001
C 2.93739 -1.78026 -0.11400 0.04 0.04 -0.03 0.003
O 2.17717 -0.53866 -0.32799 -0.14 -0.19 0.00 0.055
C 3.08090 0.35726 -1.05748 0.04 0.01 0.00 0.004
H 3.11143 -0.70823 -2.92030 -0.02 0.00 -0.01 0.000
H 4.69974 -0.13928 -2.39861 0.00 -0.01 -0.01 0.000
H 4.95414 -1.95699 -0.87911 0.00 0.02 0.01 0.000
H 3.75094 -2.73290 -1.89715 0.09 0.08 0.04 0.000
H 3.42880 -1.68940 0.85587 -0.03 0.01 0.00 0.000
H 2.21429 -2.59083 -0.08548 0.01 0.09 -0.01 0.000
H 3.77718 0.77867 -0.33105 -0.01 0.01 0.00 0.001
H 2.48580 1.15524 -1.48955 0.00 -0.03 0.02 0.000
C -4.33434 -4.60633 -2.69391 -0.02 0.01 -0.01 0.000
Si -3.58443 -4.00041 -1.11306 0.09 0.00 0.11 0.000
C -4.19034 -2.26732 -0.67985 0.01 0.00 -0.02 0.001
C -3.82104 -5.14721 0.33135 -0.05 0.01 -0.03 0.000
C -1.70437 -3.78196 -1.42106 -0.33 0.02 0.02 0.013
Te -0.77160 -2.85639 0.24610 -0.07 -0.11 -0.06 -0.001
C 0.58837 -4.36843 0.89620 0.08 -0.10 0.12 0.004
Si 2.00280 -5.34603 -0.00731 -0.15 -0.01 0.12 0.001
C 1.53692 -7.12110 0.26920 0.07 0.00 -0.07 0.001
C 2.06085 -4.92989 -1.82420 0.03 -0.02 0.00 0.000
C 3.60389 -4.91323 0.85732 0.02 0.01 -0.02 0.000
H -5.42005 -4.66897 -2.59204 0.00 -0.01 -0.02 0.000
H -3.97391 -5.60357 -2.95206 0.01 0.00 0.00 0.000
H -4.11869 -3.93882 -3.53050 -0.01 0.01 -0.01 0.000
H -5.28122 -2.22586 -0.68392 0.00 0.01 0.00 0.000
H -3.84178 -1.52875 -1.41194 0.01 0.01 0.00 0.000
H -3.87454 -1.98816 0.33260 -0.01 0.00 0.01 0.001
H -4.87412 -5.18227 0.61902 0.00 -0.01 0.00 0.000
H -3.25894 -4.83351 1.21525 -0.01 0.00 0.00 0.000
H -3.52418 -6.16814 0.08293 0.02 0.00 0.00 0.000
H -1.51754 -3.14876 -2.28827 -0.21 -0.17 0.29 0.000
H -1.17033 -4.72251 -1.56979 0.02 0.00 0.03 0.001
H -0.14372 -5.12215 1.20599 0.00 0.03 0.04 -0.001
H 0.98992 -3.96756 1.83392 -0.02 0.01 -0.01 0.000
H 0.62558 -7.39326 -0.26762 -0.01 0.00 0.01 0.000
H 1.38475 -7.32953 1.33043 0.00 0.00 -0.01 0.000
H 2.33249 -7.78426 -0.07795 -0.01 -0.01 -0.01 0.000
H 1.18759 -5.32704 -2.34715 0.10 -0.06 0.16 0.000
H 2.94121 -5.39951 -2.26949 -0.01 -0.03 -0.02 0.000
H 2.13191 -3.85739 -2.02032 0.01 -0.27 -0.01 0.000
H 3.77891 -5.60863 1.68065 -0.01 0.01 0.01 0.000
H 3.63728 -3.90647 1.27821 0.00 -0.06 -0.01 0.000
H 4.44821 -5.01488 0.17198 0.02 -0.02 0.01 0.000

[5]
96
Properties=species:S:1:pos:R:3:forces:R:3:lowdin_charge:R:1 method="wB97M-V/def2-TZVPD" homo_lumo_gap_ev=6.49 e_lumo_ev=-0.21
C -3.17364 0.33008 -3.88719 0.02 0.14 -0.07 -0.054
C -3.18695 -0.31633 -2.50490 0.19 0.33 0.00 -0.377
C -3.94395 -1.64349 -2.44824 -0.23 -0.10 0.12 -0.061
C -3.76887 0.66935 -1.49039 0.19 -0.22 -0.52 -0.130
C -5.07531 1.10335 -1.66471 -0.05 0.36 0.21 -0.028
C -5.67769 1.87069 -0.66744 -0.32 -0.25 -0.05 -0.046
C -5.06833 2.03578 0.57805 -0.01 0.23 -0.34 -0.024
C -3.75485 1.61995 0.75605 0.23 -0.03 0.17 -0.128
C -3.08685 1.70010 2.12174 0.20 0.02 -0.26 -0.380
C -3.87885 1.01361 3.23980 0.08 -0.10 -0.16 -0.058
C -2.78220 3.16273 2.42939 -0.02 0.25 -0.10 -0.050
C -3.07906 1.08813 -0.35449 -0.56 -0.93 0.47 -0.079
N -1.80147 0.47733 -0.14854 1.24 -1.92 -0.02 0.011
N -1.85719 -0.87474 0.00892 1.15 0.26 1.76 0.199
N -0.58624 -1.25197 0.20764 -1.46 1.75 -0.87 0.022
C -0.22720 -2.56948 0.65679 -0.56 -0.50 -0.11 -0.094
C -0.38918 -3.63313 -0.23747 0.27 -0.10 -0.09 -0.122
C -1.15943 -3.51598 -1.56023 -0.15 0.17 0.43 -0.374
C -2.02620 -4.75765 -1.83358 0.01 -0.07 0.21 -0.063
C -0.25267 -3.16586 -2.73388 0.21 0.17 -0.10 -0.051
C 0.18919 -4.83640 0.15065 -0.01 -0.21 0.04 -0.028
C 0.81141 -4.98983 1.38652 0.07 -0.01 0.13 -0.045
C 0.80885 -3.95219 2.31768 -0.30 -0.16 -0.31 -0.015
C 0.24398 -2.72856 1.97042 -0.15 0.36 -0.07 -0.123
C 0.08044 -1.61472 3.00064 0.07 0.02 -0.48 -0.364
C 1.41696 -1.28038 3.65754 0.08 0.12 0.01 -0.049
C -1.01056 -1.95222 4.02973 -0.08 -0.18 -0.14 -0.050
C 0.27479 -0.19631 0.03812 -0.77 -2.17 0.72 -0.123
C 1.68471 -0.31070 0.26648 1.81 0.13 0.71 -0.152
C 2.29847 0.66510 1.08443 -0.26 0.00 -0.47 -0.070
C 3.68067 0.77100 1.19467 -0.14 -0.56 -0.23 0.000
C 4.41795 -0.14888 0.45520 0.61 -0.32 0.19 -0.120
C 5.91133 -0.04792 0.41527 1.07 0.26 -0.09 -0.514
F 6.49874 -0.71081 1.46138 -0.30 0.48 -0.83 0.121
F 6.41749 -0.58114 -0.74097 -0.23 0.25 0.92 0.107
F 6.36748 1.24217 0.45748 -0.43 -1.04 0.12 0.118
C 3.85004 -1.24044 -0.20926 0.03 0.02 0.17 0.006
C 2.47708 -1.34765 -0.26609 -0.59 0.60 -0.62 0.015
C -0.48191 0.91852 -0.22095 -1.08 0.74 -0.35 -0.211
C 0.03017 2.14842 -0.64992 -0.07 0.07 -0.83 -0.178
H -2.58628 1.25536 -3.82500 -0.09 -0.20 -0.22 0.091
H -2.72908 -0.33436 -4.63978 -0.12 0.16 0.15 0.083
H -4.18982 0.60205 -4.19826 0.23 -0.12 -0.09 0.074
H -2.14732 -0.54667 -2.24670 -0.17 0.20 -0.08 0.110
H -3.90115 -2.04781 -1.42640 -0.14 0.09 -0.27 0.082
H -5.00162 -1.52780 -2.73280 0.32 -0.03 0.06 0.087
H -3.47858 -2.38001 -3.11517 -0.14 0.18 0.01 0.071
H -5.60155 0.80817 -2.57929 0.05 0.32 0.47 0.118
H -6.66899 2.28044 -0.84582 0.06 -0.18 0.14 0.108
H -5.61342 2.48183 1.41748 0.20 -0.11 -0.43 0.120
H -2.13637 1.15984 2.03906 -0.06 0.16 0.09 0.116
H -4.00142 -0.05422 3.00664 -0.21 0.30 0.06 0.082
H -3.29243 1.06709 4.16673 -0.24 0.10 -0.12 0.079
H -4.85980 1.49019 3.39843 0.32 -0.26 0.01 0.079
H -2.24243 3.60209 1.57743 0.02 0.01 0.40 0.081
H -3.71882 3.72712 2.54038 0.20 -0.09 0.06 0.084
H -2.19466 3.26913 3.35039 -0.09 0.02 -0.25 0.086
H -1.84349 -2.66734 -1.41892 0.16 -0.40 -0.15 0.075
H -2.62423 -5.00271 -0.94679 0.07 0.03 -0.17 0.091
H -2.72348 -4.57695 -2.66338 0.27 0.02 0.17 0.073
H -1.43317 -5.64948 -2.08155 -0.07 0.28 -0.01 0.077
H 0.17770 -2.16999 -2.57597 0.15 -0.15 -0.07 0.073
H 0.56547 -3.89130 -2.87382 -0.29 0.20 0.06 0.091
H -0.83563 -3.10669 -3.65947 0.08 -0.10 0.08 0.081
H 0.13324 -5.67439 -0.53753 0.05 0.01 0.18 0.113
H 1.26619 -5.94671 1.64214 -0.11 0.22 -0.06 0.110
H 1.20284 -4.09370 3.32376 -0.06 -0.03 -0.29 0.118
H -0.26614 -0.73521 2.43475 0.14 -0.09 0.40 0.119
H 2.15388 -1.00506 2.89365 -0.09 -0.20 0.29 0.064
H 1.29208 -0.41402 4.31618 0.09 -0.20 0.06 0.090
H 1.80097 -2.13379 4.23664 -0.10 0.32 -0.08 0.083
H -1.95958 -2.18417 3.52353 0.23 0.08 0.15 0.082
H -0.73770 -2.82862 4.64085 -0.03 0.33 -0.16 0.084
H -1.17489 -1.08851 4.68841 0.06 -0.26 -0.08 0.080
H 1.65009 1.39621 1.55479 0.12 -0.05 0.03 0.118
H 4.17805 1.53381 1.80752 -0.35 -0.23 -0.47 0.140
H 4.47116 -1.99765 -0.69576 -0.15 0.43 0.19 0.131
H 2.01782 -2.13482 -0.86843 0.13 0.16 0.29 0.115
H 0.75443 1.97696 -1.51113 -2.51 0.02 0.80 0.029
H -0.59264 3.03899 -0.56830 -0.06 -0.50 -0.86 0.049
F 2.27190 5.61272 -0.17706 -0.23 -0.26 0.37 0.089
C 1.71315 4.49371 0.33009 -0.33 1.63 0.59 -0.777
F 2.11110 4.40461 1.63268 -0.67 0.06 -0.96 0.073
F 0.33471 4.69761 0.32649 1.79 0.16 0.44 0.023
S 2.10332 3.08603 -0.66884 1.66 -1.29 -0.92 1.138
N 3.80819 3.33927 -1.37576 -0.41 1.15 1.94 -0.150
C 4.03468 3.01214 -2.71744 -0.14 0.42 0.43 -0.470
O 3.22820 2.50228 -3.46981 0.75 0.44 0.61 0.067
C 5.46552 3.46637 -2.98337 0.21 -0.18 -0.60 -0.081
C 6.04678 3.83319 -1.62928 0.49 0.47 0.54 -0.093
C 4.92273 3.72785 -0.61165 -0.13 -0.07 -0.37 -0.465
O 4.96060 3.97443 0.58640 -0.38 -0.45 -1.74 0.066
H 6.02569 2.67460 -3.49925 -0.20 0.34 -0.01 0.125
H 5.44740 4.38953 -3.59705 -0.18 -0.78 -0.05 0.133
H 6.91342 3.24483 -1.31019 -0.17 0.15 -0.09 0.121
H 6.31225 4.89394 -1.65078 0.33 -0.15 0.27 0.125

[6]
14
Properties=species:S:1:pos:R:3:forces:R:3:nbo_charge:R:1 method="wB97M-V/def2-TZVPD" total_charge=+1 homo_lumo_gap_ev=7.56 e_above_lowest_kj_mol=136.9 e_lumo_ev=-4.98
C -0.40970 1.51982 -3.46881 -0.35 -0.01 1.08 0.375
C -0.85005 -0.53400 0.44090 1.68 -1.08 -1.32 -0.033
N -1.20702 1.07985 -2.59725 -0.74 -0.79 0.70 -0.763
N -0.57430 0.69137 0.18116 -0.88 0.90 1.25 -0.616
O 0.71441 2.01043 -2.94192 2.36 1.12 -1.96 -0.668
P -0.57234 -1.26064 2.05315 1.60 0.12 0.39 0.370
I -0.74841 1.71778 -5.45804 0.00 -0.01 -1.17 0.215
I -2.88893 -0.04003 -2.92270 0.46 0.54 -0.28 0.353
H -1.00836 -1.21249 -0.43771 -1.03 0.84 0.80 0.265
H -1.03529 1.23940 -0.54891 0.65 -0.48 -1.17 0.475
H 1.38444 2.33808 -3.65636 -1.90 -0.80 1.72 0.518
H -0.17908 1.24436 0.93658 -0.15 0.15 0.00 0.409
H -0.06112 -2.50714 1.52068 0.00 0.80 0.39 0.051
H 0.71773 -0.45567 2.34081 -1.71 -1.30 -0.43 0.051

It is found that the total energy values, taken in the order of the records, are -8231.6889, -76799.4196, -8775.4688, -76448.2135, -78350.3003, -32679.9019 eV.